[1]
{
  "formula": "H4NP",
  "method": "the ωB97M-V functional and the def2-TZVPD basis",
  "multiplicity": 1,
  "homo_lumo_gap_ev": 7.67,
  "total_charge": 0,
  "homo_ev": -9.17,
  "e_above_lowest_ev": 3.184,
  "species": ["P", "H", "N", "H", "H", "H"],
  "xyz": [[1.450023, -0.001430, 0.338190], [-1.195291, 1.055955, 0.554964], [-1.278667, 0.137354, 0.152978], [-1.520345, 0.354218, -0.765486], [1.405871, -0.179432, -0.950543], [1.138409, -1.366665, 0.669898]],
  "atomic_forces_ev_per_a": [[-3.2, 0.2, 2.9], [-0.1, 0.6, 0.6], [3.0, -0.8, 2.5], [-0.1, 0.2, -2.5], [0.1, -0.7, -3.1], [0.3, 0.5, -0.3]]
}

***

[2]
{
  "formula": "C8H9I2Ir2NO7S",
  "method": "the ωB97M-V functional and the def2-TZVPD basis",
  "multiplicity": 9,
  "homo_lumo_gap_ev": [6.07, 4.50],
  "total_charge": 4,
  "homo_ev": [-20.82, -23.87],
  "s_squared": 20.04,
  "species": ["H", "C", "N", "Ir", "I", "H", "O", "C", "O", "H", "H", "O", "C", "C", "I", "C", "Ir", "S", "C", "H", "H", "C", "O", "O", "O", "H", "C", "H", "H", "O"],
  "xyz": [[-0.060822, 3.317840, -2.411262], [-0.930099, -3.481573, -0.710173], [-2.012605, -2.964221, 1.831185], [0.084328, -0.782252, 1.708965], [-0.354053, 0.795775, 3.905966], [1.817571, 0.457211, -0.875699], [2.988147, 0.061077, 1.430257], [1.886178, -0.262423, 1.512672], [1.280400, -1.642622, -2.775695], [1.097109, 2.598835, 1.174274], [1.424010, 1.249968, -2.419636], [1.019127, -3.137426, 3.389450], [1.529997, 1.400255, -1.343748], [-0.636533, 2.567752, -1.855859], [-2.892680, -1.279909, -2.490204], [0.255440, 1.983035, -0.749407], [-0.890011, -1.597396, -0.646978], [-0.867431, 0.718117, 0.070487], [0.543030, 3.026772, 0.335731], [2.347766, 2.113845, -1.186321], [1.145459, 3.830512, -0.104017], [0.661644, -2.285727, 2.703697], [-1.770538, -3.176830, 2.980240], [-2.655631, -3.769702, 1.229851], [-1.682417, -1.791146, 1.268462], [-0.960381, 1.788979, -2.552574], [0.504797, -1.618367, -1.926245], [-1.522727, 3.050691, -1.435381], [-0.382117, 3.458824, 0.727051], [-0.966959, -4.629896, -0.785088]],
  "atomic_forces_ev_per_a": [[-0.1, -0.1, 0.1], [-1.1, -8.6, 0.2], [-3.0, -4.8, 2.9], [-1.6, 2.0, 1.8], [-0.1, 0.0, 0.3], [0.3, 0.0, -0.2], [-3.8, -1.3, 0.2], [5.3, 2.0, -0.1], [-2.6, -0.3, 2.4], [0.2, 0.0, 0.0], [0.0, -0.1, 0.1], [-1.1, 3.1, -2.7], [-0.1, -0.9, -0.1], [-0.3, 0.0, 0.2], [-0.2, 0.1, 0.0], [-0.2, 2.3, -0.5], [-3.1, 1.4, -4.0], [1.1, -0.1, 0.5], [-0.4, -0.2, 0.2], [-0.2, 0.0, 0.2], [-0.1, -0.1, 0.1], [2.3, -4.8, 3.9], [2.0, 2.2, 1.4], [-0.2, 1.1, -2.8], [0.1, 2.1, 1.3], [0.2, 0.1, -0.1], [5.8, 0.9, -4.8], [0.1, 0.1, -0.1], [0.1, 0.1, -0.1], [0.6, 3.7, -0.3]]
}

***

[3]
{
  "formula": "C16H62N12O15",
  "method": "the ωB97M-V functional and the def2-TZVPD basis",
  "multiplicity": 1,
  "homo_lumo_gap_ev": 8.21,
  "total_charge": 0,
  "homo_ev": -8.23,
  "e_above_lowest_ev": 1.748,
  "species": ["H", "C", "H", "H", "H", "H", "H", "H", "O", "H", "C", "H", "H", "O", "H", "H", "H", "H", "C", "C", "N", "H", "C", "H", "H", "C", "N", "H", "C", "H", "C", "O", "C", "O", "N", "O", "H", "H", "O", "H", "H", "N", "H", "N", "O", "H", "O", "H", "N", "H", "H", "C", "H", "H", "O", "H", "N", "H", "H", "H", "H", "H", "O", "H", "O", "N", "H", "H", "H", "H", "H", "H", "H", "H", "H", "O", "C", "O", "H", "H", "O", "N", "H", "H", "O", "H", "C", "C", "H", "H", "H", "N", "H", "H", "C", "H", "N", "H", "N", "C", "H", "C", "H", "H", "H"],
  "xyz": [[-2.634688, -2.432457, -0.089977], [-2.946991, 2.307087, 1.145331], [1.597193, -2.289726, 1.873900], [-2.315291, -3.314856, -4.932271], [-5.554064, -1.738298, 3.819148], [-0.972497, -2.394175, -6.368264], [-0.445090, 1.688390, 1.176375], [-4.308640, -0.508742, 3.961455], [0.797371, 3.299248, -1.340726], [2.161204, 0.738908, 1.832466], [-0.874433, -2.864912, -3.296603], [3.319535, 4.035580, -1.292008], [0.081906, -0.434344, 6.081014], [-0.881153, 0.364799, 3.943255], [-1.925044, -3.670984, 4.404530], [0.985137, 5.117911, 3.644627], [-5.928404, -2.735996, 1.753957], [1.153721, 0.941652, 6.405991], [-2.507808, -3.484540, -0.051993], [-0.044412, -0.023416, 0.177092], [2.844555, 4.077470, -2.249735], [-2.330949, 2.289097, 2.014535], [1.614441, 3.708224, -2.396169], [3.051296, 0.817172, -0.098536], [3.259858, 2.439987, -2.487726], [1.992983, -1.743137, 2.732990], [1.125179, 3.897783, -3.625084], [-2.047430, -3.718047, 0.881260], [-4.315824, -1.556248, 2.318377], [0.018758, -2.244923, -3.028812], [4.724053, 1.094519, -2.872457], [-0.157734, -1.412552, 0.146311], [1.191248, 4.542993, 1.780949], [1.342693, 0.179050, -3.290409], [3.480724, 1.467091, -2.717693], [0.497484, 3.341792, 1.897751], [0.454897, 2.455170, 3.422228], [1.521160, 4.148627, -0.112090], [-0.964144, -2.472522, 3.110403], [-2.492918, -0.359119, -0.717808], [1.744276, 2.241698, 4.524155], [-4.814366, -1.192423, 3.456632], [-4.412975, -2.917992, 0.937529], [-0.319273, 0.709311, 1.247241], [5.671143, 2.006715, -2.642282], [-1.627787, -2.472058, -2.531794], [-2.088460, 2.931690, 0.227177], [-1.735159, -3.830848, -0.798115], [0.297205, 0.707047, -0.875895], [-1.252896, 0.249161, -1.824595], [2.830163, 2.227887, 2.081889], [1.140331, -4.184748, -1.027332], [-3.664836, 0.555547, -1.474362], [5.854068, -0.612535, -3.253541], [1.673738, -2.553140, 3.772307], [-3.213030, 1.292221, 0.918054], [1.804521, 4.817929, 0.654612], [-2.116573, -2.019592, 4.846349], [-3.831012, 2.982770, 1.213658], [-0.712601, 0.226777, 2.107886], [3.042701, -1.554394, 2.528291], [-3.962364, -4.066885, -1.181166], [-3.055065, -1.103061, 1.826386], [-3.384818, -1.227012, -1.897029], [-1.914054, 0.102766, -2.486497], [1.342595, 5.409239, 2.694290], [-1.844879, -1.590233, -4.828150], [0.702213, 0.206559, -1.605323], [1.671079, 4.064666, -4.475756], [2.561651, 0.994216, -3.030657], [-0.523366, -2.876714, 4.978781], [0.502865, 1.675086, -0.846154], [0.077176, 3.771992, -3.676563], [-1.594388, 2.168279, -0.114423], [-0.213333, -0.266834, -4.712072], [1.127622, -4.988780, -2.223690], [-1.436207, -2.811472, 4.376246], [-3.858942, -3.936636, -0.268562], [1.463359, -4.401398, -2.974904], [-1.547709, -1.944857, 2.622863], [3.583920, 1.423947, 0.422376], [4.884316, -0.168668, -3.229724], [3.367415, 4.575041, -2.952369], [3.799425, 0.809257, 2.437931], [-0.587162, -2.805614, -5.586456], [2.194604, -3.969335, -0.805495], [0.502222, 0.521829, -4.352216], [3.067304, 1.263874, 1.724160], [1.891639, 5.765275, 0.415422], [0.545297, -3.262736, -1.131609], [1.573633, -0.759981, 2.903351], [0.740936, 2.037944, 4.310377], [-0.240251, 1.338338, -4.012152], [-0.688530, -3.979753, -3.215367], [-2.978732, -0.237930, -1.690515], [0.765066, -4.809412, -0.208371], [0.555633, 0.473231, 5.736918], [1.456183, 6.378741, 2.566726], [-4.957080, -2.351241, 1.569541], [-1.536427, -2.587584, -4.618547], [4.181929, -0.757986, -3.720618], [0.161551, 0.945484, 4.646779], [0.725768, -2.460140, 3.818014], [1.924125, -0.511636, -3.663826], [1.116721, 0.785552, -5.185396]],
  "atomic_forces_ev_per_a": [[1.0, 1.0, 0.0], [-0.7, 1.5, 0.5], [-0.1, 1.1, -0.8], [-0.5, 0.5, 1.3], [-0.6, 0.0, 0.7], [0.6, -0.4, -0.3], [0.4, 1.0, 0.1], [0.3, 0.5, 0.7], [4.0, 2.0, -5.3], [-1.0, -0.9, -0.5], [-1.8, 0.2, 1.6], [-1.0, -0.2, -1.9], [1.3, 2.2, -0.9], [4.3, 2.6, 3.2], [-2.2, -4.1, 0.0], [0.4, 0.7, -1.7], [1.9, 0.9, 0.0], [-0.2, 0.0, -0.5], [1.1, 0.2, -1.7], [-1.1, -5.9, 1.6], [3.6, 1.3, 3.5], [-0.5, -0.2, 1.6], [-5.4, -0.6, 3.6], [0.3, 0.1, -0.6], [1.5, -1.4, -0.2], [0.0, 0.4, -2.1], [-2.9, -0.7, -0.6], [-0.5, -0.5, 1.1], [8.2, 3.4, -2.5], [-0.5, -0.6, -0.8], [3.6, 5.3, 1.2], [0.8, 6.6, -0.3], [-3.4, -7.8, -2.2], [0.0, -1.9, -0.6], [-4.2, 0.8, -0.3], [3.4, 5.7, 0.1], [0.1, 0.2, -0.2], [-0.1, 0.7, 0.6], [1.7, -1.7, 0.7], [-0.7, -0.5, 0.6], [-1.5, -0.6, 0.0], [-0.3, 0.9, 1.2], [-0.3, 0.1, -0.7], [-1.0, -2.7, 1.9], [-2.8, -4.1, -1.0], [1.0, -1.1, -0.6], [0.5, -0.7, -1.9], [-1.3, 0.2, 0.4], [-0.3, -0.8, -0.5], [1.3, 0.4, -0.1], [-0.1, 1.3, 0.6], [0.5, -0.3, -0.3], [-1.0, 0.4, -0.7], [-2.0, 1.4, 0.0], [1.0, -1.2, 2.8], [-0.3, -0.5, -0.4], [0.0, -1.9, -2.5], [1.0, -0.7, -0.7], [0.5, -0.7, 0.4], [0.6, 0.9, -1.1], [0.5, -0.5, 0.6], [-0.3, -0.3, -1.8], [-5.7, -1.7, 2.8], [-0.6, 0.2, -0.5], [0.2, 0.5, -2.3], [-1.3, 0.8, 6.9], [-1.0, 1.0, 1.0], [0.7, -0.8, -1.3], [-0.4, -0.1, 0.9], [2.4, 0.5, 0.8], [-0.4, -0.2, 0.6], [0.3, 1.1, 0.3], [2.0, 0.1, -0.2], [0.0, 0.8, -0.5], [1.0, 0.2, 0.7], [0.6, 1.2, -1.4], [1.4, 5.0, 0.9], [0.7, -1.2, 1.7], [-0.7, -1.3, 1.6], [-1.9, 1.6, -1.3], [-0.4, -0.6, -0.3], [2.7, -4.2, -1.4], [-0.1, -0.2, -0.1], [-0.3, 0.2, -0.7], [2.3, 0.0, -2.6], [-0.3, 0.4, 0.2], [-3.4, 0.9, -0.6], [1.7, 0.2, 1.3], [0.4, 1.3, -0.4], [0.3, -0.3, 0.3], [-0.5, 0.3, -0.5], [2.6, 4.1, -2.3], [1.6, -1.0, -0.5], [-0.1, 1.5, 0.2], [0.4, -0.9, 2.6], [-0.1, 0.2, -0.3], [0.2, -5.9, 6.6], [0.4, 0.9, -0.4], [-4.0, -3.5, -1.8], [-0.1, -1.0, 0.0], [0.8, 1.2, 0.9], [-6.8, -2.6, -5.5], [-0.6, -0.2, -0.2], [-0.5, 0.0, 0.6], [0.2, 0.7, -0.7]]
}

***

[4]
{
  "formula": "C2H8N",
  "method": "the ωB97M-V functional and the def2-TZVPD basis",
  "multiplicity": 1,
  "homo_lumo_gap_ev": 14.78,
  "total_charge": 1,
  "smiles": "C[NH2+]C",
  "homo_ev": -18.53,
  "e_above_lowest_ev": 0.541,
  "species": ["N", "H", "H", "H", "H", "H", "H", "H", "C", "C", "H"],
  "xyz": [[0.376287, -0.064857, -0.419403], [0.124501, 0.361226, 1.592314], [1.530558, 1.244121, 0.867087], [-0.849071, -1.737650, -0.927791], [-1.702636, -0.187776, -0.629880], [-0.010665, 1.858570, 0.713792], [-1.070941, -1.290967, 0.658597], [0.413364, 0.378080, -1.334375], [0.498619, 0.900821, 0.730273], [-0.887021, -0.832008, -0.313527], [1.209766, -0.641174, -0.304543]],
  "atomic_forces_ev_per_a": [[0.0, 0.6, 1.1], [0.3, 0.0, 0.2], [0.0, -0.7, -0.1], [0.1, 0.5, -0.5], [0.0, -0.1, 0.2], [-0.8, -0.3, -1.0], [0.3, 0.8, 0.3], [0.2, 0.2, -0.1], [0.7, 0.8, 0.8], [-0.6, -1.5, -0.6], [-0.2, -0.4, -0.4]]
}

***

Number 1: DFT total energy -398.3607 Eh. Number 2: DFT total energy -2091.6901 Eh. Number 3: DFT total energy -2432.2606 Eh. Number 4: DFT total energy -135.4809 Eh.